(1)
Density functional theory data (wB97M-V/def2-TZVPD) for the molecule C4H13N2O2P in a non-equilibrium geometry.

The geometry in XYZ format:
```
22
Properties=species:S:1:pos:R:3:forces:R:3
C 0.74200 -2.00359 0.34830 -1.42 -1.77 0.20
C 0.77639 -0.61192 0.94536 0.38 0.93 1.45
C 1.82401 -0.46402 2.08076 0.02 -0.72 0.07
O 1.29514 0.22341 -0.13764 0.47 -1.54 0.00
C 0.65953 1.40814 -0.15779 2.14 1.40 3.46
O -0.65798 1.17435 -0.24726 -4.34 0.34 -1.64
P -1.58227 0.94911 -1.60474 1.76 2.34 -1.50
N -0.96246 -0.05623 -2.65209 -0.98 1.41 0.12
N -3.08521 0.69334 -0.96317 1.05 0.34 0.47
H 1.79388 -2.27616 0.08426 -0.91 0.05 0.14
H 0.29585 -2.82883 1.08437 1.05 1.84 -1.43
H 0.09992 -2.02081 -0.60363 1.00 0.09 1.36
H -0.22049 -0.19987 1.42547 1.71 -1.04 -1.55
H 1.49882 -1.12702 2.92508 0.57 0.45 -0.61
H 1.87006 0.57298 2.48782 0.00 -0.68 -0.47
H 2.83191 -0.76914 1.66813 -1.04 0.31 0.70
H 0.82312 1.86566 0.91461 -0.53 -0.17 -1.64
H 1.13950 2.10913 -0.82485 -0.24 -0.07 -0.86
H -1.85314 2.37120 -1.97445 0.85 -1.38 0.02
H -0.98080 0.24073 -3.65839 -0.07 -0.37 1.52
H -3.07283 1.02229 0.01269 -0.55 -0.75 -0.48
H -3.23496 -0.27274 -1.15283 -0.90 -1.02 0.66
```
Positions in Å, forces in eV/Å.

Molecular weight = 152.1 u
Multiplicity = 1
Calculated total energy = -761.51573 Eh
Frontier orbital gap = 10.247 eV
Relative energy (zero: lowest compared OMol25 entry of this formula, charge and spin) = 1.738 eV
HOMO energy = -9.4 eV


(2)
Density functional theory data (wB97M-V/def2-TZVPD) for a 15-piece molecular cluster, C52H112N8O22 overall in a non-equilibrium geometry.

The geometry in XYZ format:
```
194
Properties=species:S:1:pos:R:3:forces:R:3
C -0.23501 -1.39650 -1.03240 -1.19 0.68 -0.91
O 0.07158 -1.14004 -2.17778 0.79 -0.60 -0.36
N -0.93918 -0.53458 -0.29018 -1.16 -0.32 2.95
C -1.15257 -0.87696 1.17085 0.05 1.43 -1.21
C -1.28309 0.84319 -0.64151 0.96 -0.36 -0.63
H -0.16399 -2.36464 -0.51292 0.59 -0.12 -0.26
H -2.17682 -0.63357 1.45325 -0.08 -0.17 -0.11
H -0.51583 -0.16771 1.69967 0.11 -0.28 0.48
H -0.93275 -1.90568 1.45636 0.14 0.11 -0.43
H -0.59476 1.52014 -0.13550 -0.11 0.17 0.28
H -1.09119 0.99623 -1.70352 -0.14 -0.23 0.00
H -2.31451 1.11979 -0.42297 0.03 -0.34 0.18
C 0.15685 -8.85466 1.99869 -0.52 0.53 -0.03
O -0.66920 -8.02056 1.69507 -0.20 0.20 0.08
N 0.05270 -9.72184 3.02485 0.55 -1.16 0.66
C 1.10627 -10.69723 3.20865 0.88 -0.62 1.31
C -1.00506 -9.71316 4.06773 0.65 0.34 -1.08
H 1.09770 -8.94006 1.43327 0.04 -0.30 0.05
H 1.76009 -10.97473 2.38184 -0.85 0.17 -0.67
H 0.71586 -11.59404 3.68972 -0.36 -0.24 -0.54
H 1.86878 -10.42669 3.93905 -0.05 0.80 0.42
H -0.57769 -9.58097 5.06170 0.20 0.48 -0.08
H -1.66393 -8.89854 3.76710 -0.18 -0.17 0.41
H -1.52085 -10.67060 4.14107 -0.14 -0.02 -0.53
C -9.19230 -4.22848 2.15979 1.23 -0.59 1.34
O -8.65277 -3.70750 3.11889 -0.78 0.68 0.28
N -8.49371 -4.98382 1.30938 -0.54 -0.02 -1.31
C -7.03542 -5.04986 1.37803 -0.03 1.62 0.07
C -9.22252 -5.39425 0.11552 1.22 -2.41 0.27
H -10.27203 -4.30499 1.95855 -0.08 0.58 0.17
H -6.52480 -5.87679 0.88451 -0.67 -0.31 0.25
H -6.72431 -4.87356 2.40769 -0.17 -0.71 0.07
H -6.65878 -4.13768 0.91524 0.20 0.10 -0.44
H -9.36689 -6.46454 0.26295 -0.49 -0.36 -0.23
H -10.22284 -4.98321 -0.02049 0.53 0.55 -0.10
H -8.53501 -5.41812 -0.72997 -0.42 0.87 -0.38
C 6.72645 4.06009 0.81340 1.56 -1.70 0.30
O 7.56885 3.14339 0.93444 -1.79 2.11 -0.30
N 5.53366 4.12026 1.44025 0.01 -0.64 2.43
C 5.23421 3.16201 2.56667 0.98 0.11 -1.14
C 4.68484 5.25539 1.33231 -1.77 0.84 -1.14
H 6.84531 4.94549 0.16983 0.33 -0.22 -0.24
H 5.33423 3.51982 3.59140 -0.16 0.94 -0.20
H 6.04972 2.44146 2.50456 -0.46 -0.46 -0.25
H 4.23717 2.73967 2.44164 0.18 -0.13 -0.13
H 4.76538 5.79358 0.38789 0.56 -0.31 -0.29
H 3.65533 4.90008 1.28829 -0.19 -0.12 0.16
H 4.66192 6.07394 2.05171 0.74 -0.43 0.79
C -8.14387 2.36712 1.38817 -0.01 0.57 -1.34
O -7.60199 1.95318 0.36263 -0.38 0.36 1.52
N -8.31493 3.69103 1.69483 -0.32 -0.49 0.00
C -9.22043 4.11657 2.75143 0.17 -0.05 0.17
C -7.70695 4.74297 0.91299 -0.20 0.32 0.02
H -8.62041 1.73290 2.15164 0.13 -0.25 -0.14
H -9.77155 3.27489 3.17089 0.25 -0.11 -0.01
H -9.97576 4.82320 2.40755 0.02 -0.01 -0.44
H -8.68806 4.63571 3.54841 0.16 -0.11 0.15
H -8.46322 5.46757 0.61111 -0.20 -0.06 -0.16
H -7.02285 5.30665 1.54731 0.36 -0.07 -0.10
H -7.22226 4.35799 0.01580 0.04 -0.13 0.31
C -6.19287 -4.33109 -6.04392 -0.22 -2.80 -0.83
O -6.39975 -5.45393 -6.57087 0.58 2.68 1.11
N -5.05739 -3.96770 -5.40871 0.10 -0.41 -0.68
C -4.96935 -2.79635 -4.61878 0.54 0.97 0.37
C -3.92040 -4.83539 -5.20348 -0.31 -0.79 0.06
H -6.96547 -3.54689 -6.02583 0.09 0.01 -0.07
H -5.10999 -3.04134 -3.56601 -0.51 0.27 0.19
H -5.59144 -1.98378 -4.99405 -0.27 -0.18 0.30
H -3.93965 -2.44083 -4.65631 0.07 0.21 -0.18
H -4.02249 -5.73452 -5.81114 0.12 0.19 -0.04
H -2.97751 -4.31392 -5.36816 -0.11 0.06 -0.42
H -3.89105 -5.13284 -4.15527 -0.06 -0.20 0.18
C -5.71004 1.40819 7.32612 1.22 0.10 -1.52
O -4.76929 1.91579 6.70739 -1.12 -0.53 0.91
N -6.39578 1.93335 8.33840 0.17 -0.45 0.67
C -7.49376 1.14407 8.92340 0.66 1.18 0.53
C -6.01060 3.20168 8.91373 -0.82 0.87 -0.15
H -6.14437 0.42853 7.07346 0.32 -0.13 -0.33
H -7.51649 0.11495 8.56493 -0.21 0.39 -0.56
H -8.38240 1.75420 8.76170 -0.47 -0.67 0.01
H -7.34620 1.03022 9.99735 0.05 0.26 0.17
H -5.26740 3.73399 8.32012 0.42 -0.76 0.09
H -6.84211 3.90275 8.84147 -0.47 -0.07 0.25
H -5.74674 3.13649 9.96929 0.25 -0.18 -0.08
C -0.35195 1.34442 -10.81789 -0.60 0.91 -1.00
O -0.42023 2.34483 -11.53770 -0.11 -1.21 1.21
N 0.68526 0.51437 -10.74667 2.09 -0.50 -0.16
C 0.73475 -0.61650 -9.83550 -0.49 -0.81 -0.05
C 1.93943 0.82476 -11.45042 0.22 -0.16 0.06
H -1.13853 0.91363 -10.17922 -0.58 0.65 -0.05
H 1.25182 -0.48410 -8.88512 0.32 0.53 -0.13
H 1.16693 -1.49089 -10.32206 0.35 0.19 -0.22
H -0.24869 -0.99774 -9.56058 -0.34 0.52 -0.14
H 2.36735 -0.07237 -11.89779 -0.26 -0.18 -0.03
H 1.83496 1.56947 -12.23948 -0.50 -0.08 0.25
H 2.70583 1.18879 -10.76616 -0.09 0.14 0.26
O 1.71830 11.94515 -0.06171 0.83 -0.84 -1.69
C 2.09734 11.27164 -1.02073 0.15 1.30 1.73
O 1.37634 10.24219 -1.46742 -0.28 -0.66 0.07
C 0.13671 9.92620 -0.74517 -0.23 0.68 0.38
C -0.41153 8.65108 -1.26336 0.51 -1.62 -1.86
C 3.48376 11.47529 -1.71158 -0.98 -0.10 0.34
H -0.56326 10.74695 -0.90171 0.12 0.10 0.00
H 0.24582 9.81884 0.33403 0.77 0.39 -0.04
H 0.37114 7.90859 -1.41901 0.49 -0.01 0.54
H -0.72834 8.72559 -2.30365 -0.59 0.38 0.03
H -1.16090 8.10397 -0.69133 -0.15 0.71 0.25
H 3.66626 12.52558 -1.93891 -0.40 0.02 0.05
H 3.62115 10.89155 -2.62179 -0.16 -0.10 0.21
H 4.24543 11.22156 -0.97430 -0.07 -0.25 -0.01
O 4.28906 -3.31989 8.69336 0.71 1.69 -0.28
C 4.38135 -2.52560 7.76273 0.49 -1.74 1.50
O 5.29049 -1.53304 7.67126 -1.44 -0.53 -0.70
C 6.13117 -1.27797 8.77149 0.67 0.22 0.31
C 7.01624 -0.13380 8.36478 0.09 0.26 -0.16
C 3.53357 -2.78470 6.57735 -0.17 0.26 -0.10
H 6.73878 -2.15442 8.99676 -0.22 -0.15 0.13
H 5.55761 -0.97920 9.64890 -0.18 -0.31 0.03
H 7.65596 0.09663 9.21670 0.11 0.27 -0.17
H 6.41304 0.72683 8.07573 -0.01 0.14 0.32
H 7.61852 -0.35385 7.48333 0.15 -0.27 0.15
H 4.15593 -2.76937 5.68264 -0.35 -0.04 -0.15
H 2.71283 -2.06950 6.52267 0.14 0.15 -0.25
H 3.10855 -3.75805 6.82239 0.01 0.05 -0.63
O 3.41883 -9.30638 -4.65133 2.37 0.38 -0.11
C 4.50676 -8.73562 -4.75497 -1.70 -2.33 0.26
O 5.73423 -9.36344 -4.73874 -2.04 1.51 0.33
C 5.71954 -10.76870 -4.65793 1.87 -0.75 1.22
C 5.85820 -11.34545 -6.01076 -0.88 0.06 -1.12
C 4.57640 -7.29614 -4.95185 0.65 1.50 0.24
H 5.00707 -11.24164 -3.98205 -0.82 0.58 -0.50
H 6.64787 -10.98226 -4.12812 0.31 0.04 0.06
H 6.02347 -12.41944 -5.92522 0.07 0.07 -0.42
H 6.60987 -10.81443 -6.59480 0.61 -0.37 0.39
H 4.97490 -11.11013 -6.60448 -0.44 -0.54 0.09
H 5.50778 -6.88207 -4.56562 0.09 -0.03 -0.20
H 3.75979 -6.80219 -4.42530 -0.08 -0.19 -0.22
H 4.50714 -7.08365 -6.01869 -0.01 0.07 0.00
O 5.07851 5.65806 -4.99030 -3.17 -0.39 -2.31
C 4.18406 5.59057 -5.87198 2.69 0.19 0.74
O 3.55527 4.47277 -6.26892 -0.76 0.43 0.19
C 3.70678 3.24495 -5.52653 0.43 0.57 -0.46
C 4.91541 2.49244 -6.09840 -0.58 -0.44 1.95
C 3.83099 6.73901 -6.84294 0.83 -0.72 0.39
H 2.80832 2.64362 -5.66535 -0.11 0.28 -0.33
H 3.68977 3.54117 -4.47769 0.78 -0.36 0.09
H 5.14529 1.78780 -5.29918 0.28 -0.40 -0.06
H 5.81121 3.10862 -6.17560 -0.29 0.05 -0.50
H 4.61530 1.88288 -6.95074 0.36 0.49 -0.27
H 3.00960 7.34088 -6.45414 0.19 0.08 -0.08
H 3.60481 6.35258 -7.83674 -0.43 -0.21 0.26
H 4.75857 7.29264 -6.98849 -0.24 0.43 0.41
O 6.65415 -7.02198 1.90963 1.55 0.09 -0.60
C 7.42177 -6.27346 1.31975 -1.82 -0.46 1.07
O 8.59811 -6.55842 0.79674 1.23 -0.45 -0.42
C 9.24549 -7.80660 1.09365 -0.24 -0.98 1.19
C 10.09108 -7.66571 2.37181 0.67 0.82 0.09
C 7.02589 -4.85471 1.10168 0.02 0.14 -1.04
H 9.86654 -8.12477 0.25630 -0.03 0.62 -0.13
H 8.50556 -8.60015 1.19793 -0.25 0.21 0.16
H 11.01254 -7.13536 2.13149 0.15 -0.02 -0.19
H 10.40979 -8.55560 2.91459 -0.33 -0.44 -0.56
H 9.66677 -7.03120 3.14992 -0.67 -0.04 -0.23
H 7.27454 -4.24919 1.97324 -0.40 -0.07 0.03
H 5.96843 -4.93644 0.85031 -0.08 0.59 0.53
H 7.52067 -4.41816 0.23409 0.19 -0.03 0.10
O 3.17600 5.20397 9.48421 -1.53 -0.92 0.32
C 2.14304 4.57590 9.67627 0.87 0.33 -0.62
O 1.74385 4.09798 10.85333 0.25 -0.26 1.05
C 2.56551 4.23248 12.05965 -0.12 -0.55 -0.49
C 2.01463 3.28689 13.13162 -0.32 0.58 -0.52
C 1.10358 4.17721 8.62204 0.07 0.95 -0.14
H 2.54138 5.27631 12.37260 -0.02 -0.06 0.02
H 3.60429 3.95795 11.87615 -0.07 0.14 -0.54
H 1.16103 3.77329 13.60375 0.26 -0.08 0.53
H 2.84904 3.04932 13.79149 -0.38 0.14 0.41
H 1.60972 2.34845 12.75285 0.34 0.03 -0.41
H 1.14660 4.89789 7.80543 0.28 -0.17 -0.10
H 0.08711 4.25368 9.00809 0.15 -0.20 0.30
H 1.24636 3.17105 8.22788 0.22 0.05 0.18
O -8.04870 5.70532 -9.40615 0.94 1.49 1.88
C -7.84600 6.76529 -8.82970 -0.59 -0.01 -0.49
O -7.17712 6.99937 -7.63430 -1.88 0.59 -1.21
C -6.72627 5.95988 -6.81119 2.02 -1.38 0.12
C -5.27918 5.67518 -7.23900 -0.14 -0.49 -0.39
C -8.43794 8.07956 -9.40154 0.45 -0.22 -0.53
H -7.33130 5.05327 -6.80235 -0.29 0.22 -0.49
H -6.59294 6.26004 -5.77185 -0.92 0.68 -0.08
H -5.20824 5.77771 -8.32185 0.11 0.07 0.01
H -4.96728 4.65288 -7.02518 0.03 0.04 0.29
H -4.60903 6.38489 -6.75391 0.08 -0.08 -0.16
H -9.27530 8.46363 -8.81894 0.04 -0.30 0.13
H -8.75509 7.88151 -10.42541 -0.37 -0.40 0.23
H -7.76732 8.92311 -9.56525 0.53 -0.21 0.70
```
Positions in Å, forces in eV/Å.

Molecular weight = 1201.5 u
Multiplicity = 1
Calculated total energy = -4141.75286 Eh
Frontier orbital gap = 9.203 eV
Relative energy (zero: lowest compared OMol25 entry of this formula, charge and spin) = 7.528 eV
HOMO energy = -9.1 eV


Calculated values (eV) of LUMO for the records, taken in order: 0.9; 0.1.